Entry 1:
{"formula": "C39H79N5O5", "method": "the ωB97M-V functional and the def2-TZVPD basis", "elements": ["C", "O", "N", "C", "C", "H", "H", "H", "H", "H", "H", "H", "C", "C", "C", "C", "C", "C", "N", "O", "C", "C", "C", "H", "H", "H", "H", "H", "H", "H", "H", "H", "H", "H", "H", "H", "H", "H", "H", "H", "H", "C", "C", "C", "C", "C", "C", "N", "O", "C", "C", "C", "H", "H", "H", "H", "H", "H", "H", "H", "H", "H", "H", "H", "H", "H", "H", "H", "H", "H", "C", "C", "C", "C", "C", "C", "N", "O", "C", "C", "C", "H", "H", "H", "H", "H", "H", "H", "H", "H", "H", "H", "H", "H", "H", "H", "H", "H", "H", "C", "C", "C", "C", "C", "C", "N", "O", "C", "C", "C", "H", "H", "H", "H", "H", "H", "H", "H", "H", "H", "H", "H", "H", "H", "H", "H", "H", "H"], "xyz": [[1.759, -1.518, 1.596], [1.957, -1.028, 2.687], [0.946, -1.027, 0.650], [0.604, -1.951, -0.483], [-0.061, -0.019, 0.884], [2.375, -2.330, 1.228], [1.321, -2.699, -0.644], [0.534, -1.382, -1.405], [-0.345, -2.525, -0.285], [-0.123, 0.579, -0.010], [-0.934, -0.373, 1.295], [0.322, 0.600, 1.633], [-2.800, -2.859, -1.735], [-2.483, -3.274, -3.123], [-3.620, -3.885, -3.907], [-4.652, -2.531, -4.308], [-3.823, -1.804, -5.271], [-2.543, -1.222, -4.613], [-1.734, -2.177, -3.903], [-0.624, -1.953, -3.474], [-1.521, -0.705, -5.905], [-2.770, 0.092, -3.852], [-1.439, -4.547, -3.060], [-3.500, -3.496, -1.170], [-3.526, -2.099, -2.136], [-2.110, -2.430, -1.035], [-3.150, -4.334, -4.754], [-3.836, -4.846, -3.268], [-5.006, -1.834, -3.564], [-5.403, -3.138, -4.827], [-4.329, -0.808, -5.687], [-3.435, -2.216, -6.256], [-0.992, 0.244, -5.679], [-0.794, -1.483, -5.943], [-1.952, -0.808, -6.942], [-1.935, 0.239, -3.160], [-2.985, 0.959, -4.368], [-3.779, 0.028, -3.388], [-0.436, -4.506, -2.682], [-1.029, -4.854, -4.095], [-2.074, -5.304, -2.573], [3.296, 2.783, 2.235], [2.057, 3.464, 3.002], [2.269, 5.039, 2.722], [1.123, 5.691, 3.563], [-0.301, 5.531, 2.714], [-0.522, 3.681, 2.691], [0.759, 3.052, 2.463], [0.830, 2.510, 1.175], [-1.051, 3.490, 4.073], [-1.410, 3.599, 1.548], [2.412, 3.152, 4.499], [4.061, 3.560, 1.988], [3.177, 2.437, 1.211], [3.690, 2.008, 2.845], [3.282, 5.460, 3.044], [2.011, 5.247, 1.740], [1.555, 6.691, 3.569], [1.196, 5.624, 4.677], [0.038, 5.755, 1.709], [-0.873, 6.350, 3.052], [-1.659, 2.483, 3.993], [-0.414, 2.828, 4.751], [-1.519, 4.159, 4.774], [-2.388, 4.241, 1.542], [-0.667, 4.120, 0.766], [-1.429, 2.657, 1.241], [3.555, 3.279, 4.567], [2.264, 2.086, 4.274], [1.809, 3.443, 5.325], [2.386, -4.109, 4.210], [1.045, -4.401, 4.657], [0.260, -3.224, 5.085], [-1.402, -3.192, 4.922], [-1.461, -3.271, 3.309], [-0.858, -4.549, 2.632], [0.348, -4.749, 3.327], [1.092, -5.784, 2.661], [-1.756, -5.779, 3.121], [-0.741, -4.470, 1.232], [0.945, -5.631, 5.491], [2.567, -3.371, 5.068], [2.420, -3.418, 3.450], [3.124, -4.910, 4.204], [0.207, -3.298, 6.108], [0.644, -2.103, 4.853], [-1.713, -2.199, 5.214], [-1.963, -3.940, 5.466], [-0.991, -2.431, 2.824], [-2.557, -3.204, 3.290], [-2.113, -6.021, 4.149], [-2.626, -5.347, 2.602], [-1.500, -6.739, 2.646], [-0.756, -5.381, 0.662], [-1.642, -3.905, 0.858], [0.202, -4.103, 0.911], [1.286, -6.433, 4.809], [0.206, -5.925, 6.222], [1.925, -5.514, 5.847], [3.604, 1.532, -3.743], [2.734, 2.458, -2.936], [3.261, 3.867, -3.349], [2.256, 5.052, -2.874], [0.979, 4.807, -3.769], [0.273, 3.380, -3.338], [1.268, 2.392, -3.499], [1.070, 1.296, -3.581], [-0.239, 3.448, -1.793], [-0.768, 3.095, -4.383], [2.729, 2.061, -1.433], [4.003, 2.040, -4.601], [3.304, 0.501, -3.992], [4.400, 1.682, -3.016], [3.992, 4.401, -2.725], [3.549, 3.918, -4.444], [2.823, 5.934, -3.000], [1.966, 5.071, -1.792], [1.136, 4.448, -4.814], [0.555, 5.826, -3.505], [-0.166, 4.450, -1.416], [-1.364, 3.238, -1.982], [-0.034, 2.877, -0.928], [-0.600, 2.081, -4.895], [-1.782, 2.935, -3.858], [-0.979, 3.887, -5.241], [3.621, 1.476, -1.346], [2.075, 1.162, -1.063], [2.537, 2.896, -0.738]], "orbital_gap_ha": [0.2624, 0.2895], "spin_multiplicity": 5}

---

Entry 2:
{"formula": "C39H80Br4N8O6P3", "method": "the ωB97M-V functional and the def2-TZVPD basis", "elements": ["C", "C", "C", "C", "C", "C", "C", "C", "C", "N", "N", "C", "O", "C", "C", "C", "C", "Br", "C", "C", "Br", "C", "C", "P", "O", "C", "C", "C", "C", "O", "C", "C", "O", "C", "Br", "C", "C", "Br", "H", "H", "H", "H", "H", "H", "H", "H", "H", "H", "H", "H", "H", "H", "H", "H", "H", "H", "H", "H", "H", "H", "H", "H", "H", "H", "H", "H", "H", "H", "H", "H", "H", "H", "H", "H", "H", "H", "H", "H", "H", "H", "H", "H", "O", "P", "N", "C", "C", "N", "C", "C", "N", "C", "C", "H", "H", "H", "H", "H", "H", "H", "H", "H", "H", "H", "H", "H", "H", "H", "H", "H", "H", "O", "P", "N", "C", "C", "N", "C", "C", "N", "C", "C", "H", "H", "H", "H", "H", "H", "H", "H", "H", "H", "H", "H", "H", "H", "H", "H", "H", "H"], "xyz": [[-2.407, 4.838, 5.173], [-3.247, 4.031, 4.534], [-4.118, 2.818, 3.952], [-3.172, 2.212, 2.740], [-1.634, 2.296, 3.083], [-0.506, 1.332, 2.461], [0.873, 1.261, 3.369], [2.165, 1.841, 2.596], [3.358, 1.938, 3.716], [4.569, 2.673, 3.225], [-3.746, 0.972, 2.065], [-5.179, 1.171, 1.534], [-5.295, 1.376, 0.109], [-5.650, 2.786, -0.172], [-7.255, 3.051, -0.081], [-7.657, 4.613, -0.326], [-3.049, 0.646, 0.762], [-2.178, 2.059, -0.416], [-2.933, -0.637, 0.137], [-3.597, -1.968, 0.699], [-1.950, -0.937, -1.600], [-3.666, -0.019, 3.170], [-3.933, 0.394, 4.694], [-2.309, 0.065, 5.664], [-2.307, -1.453, 6.093], [-4.732, 1.741, 5.025], [-6.291, 1.397, 4.584], [-7.398, 1.063, 5.650], [-7.586, -0.570, 5.741], [-8.356, -0.940, 4.548], [-8.261, -2.342, 4.259], [-8.745, -3.476, 5.314], [-7.830, -2.783, 3.125], [-4.879, 2.301, 6.502], [-5.279, 4.245, 6.970], [-4.909, 1.558, 7.755], [-5.088, 2.253, 9.227], [-4.845, -0.391, 7.853], [-2.031, 5.721, 5.821], [-5.018, 3.396, 3.476], [-3.372, 3.043, 1.934], [-1.332, 2.269, 4.214], [-1.270, 3.364, 2.762], [-0.807, 0.240, 2.279], [-0.102, 1.840, 1.489], [0.774, 1.834, 4.363], [1.098, 0.133, 3.577], [2.571, 1.090, 1.799], [2.010, 2.866, 2.099], [3.692, 0.897, 4.096], [2.882, 2.471, 4.640], [4.410, 3.675, 3.484], [5.419, 2.378, 3.749], [-5.850, 0.238, 1.749], [-5.746, 2.050, 1.990], [-5.299, 3.112, -1.237], [-5.094, 3.516, 0.552], [-7.737, 2.439, -0.926], [-7.708, 2.653, 0.920], [-7.791, 4.855, -1.452], [-8.702, 4.769, 0.173], [-6.910, 5.324, 0.190], [-4.703, -1.715, 0.983], [-3.672, -2.787, -0.106], [-3.123, -2.375, 1.680], [-2.629, -0.558, 3.130], [-4.430, -0.869, 2.928], [-4.631, -0.452, 5.110], [-1.119, 0.219, 4.901], [-2.239, 0.926, 6.837], [-6.265, 0.445, 3.899], [-6.732, 2.218, 3.877], [-8.424, 1.375, 5.169], [-7.429, 1.563, 6.671], [-8.204, -0.886, 6.667], [-6.592, -1.139, 5.686], [-8.895, -4.514, 4.821], [-9.808, -3.142, 5.661], [-7.980, -3.474, 6.170], [-4.291, 3.085, 9.407], [-6.132, 2.761, 9.310], [-4.960, 1.499, 10.083], [2.674, 1.336, -1.289], [3.349, 1.092, -2.656], [2.001, 0.236, -3.294], [1.587, -1.068, -2.811], [0.811, 1.083, -3.434], [4.580, 0.087, -2.027], [4.613, -1.356, -2.094], [5.199, 0.540, -0.781], [4.138, 0.861, -4.223], [3.589, 0.270, -5.429], [5.511, 1.321, -4.386], [0.649, -1.391, -3.279], [1.448, -1.086, -1.723], [2.300, -1.840, -3.099], [1.082, 2.049, -3.872], [0.326, 1.269, -2.469], [0.081, 0.626, -4.110], [3.881, -1.812, -1.420], [5.601, -1.742, -1.815], [4.450, -1.711, -3.115], [4.607, 0.247, 0.094], [5.304, 1.628, -0.776], [6.208, 0.131, -0.670], [3.446, -0.807, -5.311], [4.248, 0.406, -6.294], [2.641, 0.735, -5.710], [6.199, 0.470, -4.432], [5.818, 1.959, -3.553], [5.632, 1.920, -5.294], [7.312, -1.375, -7.537], [7.459, -2.908, -7.620], [5.827, -3.202, -7.169], [5.305, -2.918, -5.845], [4.869, -2.708, -8.166], [8.569, -3.011, -6.324], [8.260, -3.417, -4.972], [9.627, -2.000, -6.308], [7.654, -4.663, -7.758], [6.642, -5.694, -7.623], [8.975, -5.194, -8.065], [4.221, -3.081, -5.796], [5.508, -1.888, -5.528], [5.705, -3.612, -5.107], [5.198, -2.977, -9.174], [4.759, -1.618, -8.122], [3.884, -3.164, -8.024], [7.690, -2.651, -4.437], [9.174, -3.607, -4.397], [7.716, -4.365, -4.956], [9.285, -1.065, -5.851], [9.966, -1.782, -7.324], [10.505, -2.355, -5.758], [6.307, -5.786, -6.586], [7.016, -6.680, -7.920], [5.782, -5.501, -8.268], [9.409, -5.678, -7.184], [9.657, -4.402, -8.385], [8.939, -5.920, -8.884]], "orbital_gap_ha": 0.2360, "charge": 1}

---

Entry 3:
{"formula": "C39H81Br2ClN9O9", "method": "the ωB97M-V functional and the def2-TZVPD basis", "elements": ["C", "C", "Br", "C", "Br", "C", "C", "C", "C", "Cl", "C", "C", "C", "C", "N", "O", "C", "C", "C", "C", "H", "H", "H", "H", "H", "H", "H", "H", "H", "H", "H", "H", "H", "H", "H", "H", "H", "H", "H", "H", "H", "H", "H", "H", "H", "C", "O", "N", "C", "C", "H", "H", "H", "H", "H", "H", "H", "C", "O", "N", "C", "C", "H", "H", "H", "H", "H", "H", "H", "C", "O", "N", "C", "C", "H", "H", "H", "H", "H", "H", "H", "C", "O", "N", "C", "C", "H", "H", "H", "H", "H", "H", "H", "C", "O", "N", "C", "C", "H", "H", "H", "H", "H", "H", "H", "C", "O", "N", "C", "C", "H", "H", "H", "H", "H", "H", "H", "C", "O", "N", "C", "C", "H", "H", "H", "H", "H", "H", "H", "C", "O", "N", "C", "C", "H", "H", "H", "H", "H", "H", "H"], "xyz": [[-0.823, 8.201, 2.104], [-0.948, 6.616, 1.585], [-2.071, 6.351, -0.074], [-0.264, 5.475, 2.290], [0.770, 6.019, 3.963], [-0.340, 3.891, 1.759], [0.383, 3.813, 0.296], [-0.494, 3.110, -0.894], [0.285, 3.036, -2.357], [1.169, 4.602, -2.821], [-1.850, 3.266, 1.844], [-1.918, 1.647, 2.128], [-3.098, 1.066, 1.094], [-2.498, 1.381, 3.645], [-0.663, 0.882, 1.781], [-0.831, -0.449, 1.892], [0.565, 1.383, 2.504], [1.866, 0.868, 1.585], [0.802, 0.651, 3.989], [0.594, 2.997, 2.798], [0.340, 8.446, 2.199], [-1.412, 8.402, 3.100], [-1.213, 8.935, 1.248], [0.577, 4.940, -0.047], [1.464, 3.315, 0.308], [-0.749, 2.005, -0.605], [-1.532, 3.655, -1.117], [0.995, 2.104, -2.393], [-0.569, 2.881, -3.167], [-2.551, 3.526, 0.935], [-2.367, 3.778, 2.791], [-2.631, 0.770, 0.061], [-3.988, 1.823, 1.036], [-3.522, 0.098, 1.649], [-2.160, 2.227, 4.411], [-3.667, 1.254, 3.611], [-2.056, 0.371, 4.097], [1.617, 1.057, 0.436], [2.047, -0.296, 1.679], [2.848, 1.474, 1.863], [0.028, 1.001, 4.797], [1.892, 0.986, 4.326], [0.867, -0.535, 3.879], [1.711, 3.378, 2.736], [0.243, 3.128, 3.932], [1.070, -3.903, 1.644], [2.130, -4.493, 1.805], [-0.165, -4.348, 2.067], [-1.375, -3.588, 1.835], [-0.256, -5.613, 2.766], [1.024, -2.932, 1.124], [-1.833, -3.350, 2.800], [-2.064, -4.194, 1.240], [-1.160, -2.659, 1.301], [0.359, -5.567, 3.669], [0.129, -6.406, 2.118], [-1.293, -5.830, 3.037], [4.055, -8.292, 1.682], [4.157, -9.454, 2.053], [4.851, -7.682, 0.737], [4.664, -6.298, 0.353], [5.907, -8.446, 0.106], [3.285, -7.621, 2.097], [4.448, -6.254, -0.718], [5.583, -5.745, 0.566], [3.836, -5.845, 0.906], [5.468, -9.310, -0.402], [6.597, -8.803, 0.876], [6.449, -7.831, -0.618], [-5.491, 2.845, -1.910], [-4.452, 2.376, -1.464], [-6.749, 2.643, -1.385], [-7.931, 3.236, -1.975], [-6.897, 1.811, -0.209], [-5.494, 3.492, -2.803], [-8.414, 3.876, -1.231], [-8.616, 2.437, -2.273], [-7.675, 3.835, -2.852], [-6.310, 2.242, 0.608], [-6.512, 0.811, -0.429], [-7.947, 1.744, 0.088], [-7.516, -2.018, -1.746], [-8.420, -1.856, -0.936], [-7.560, -1.657, -3.076], [-6.444, -1.883, -3.970], [-8.758, -1.033, -3.597], [-6.560, -2.484, -1.456], [-6.113, -0.922, -4.372], [-6.772, -2.532, -4.787], [-5.610, -2.359, -3.446], [-8.949, -0.109, -3.042], [-9.604, -1.711, -3.455], [-8.643, -0.805, -4.661], [0.680, 1.618, 7.783], [0.043, 0.926, 8.566], [2.036, 1.861, 7.851], [2.716, 2.694, 6.881], [2.805, 1.266, 8.924], [0.194, 2.118, 6.929], [3.488, 2.099, 6.384], [3.179, 3.536, 7.403], [2.018, 3.075, 6.131], [2.710, 0.177, 8.870], [2.403, 1.607, 9.882], [3.859, 1.548, 8.846], [6.149, -7.521, -4.001], [6.408, -6.657, -3.173], [6.793, -8.735, -4.118], [6.424, -9.705, -5.128], [7.871, -9.052, -3.204], [5.347, -7.384, -4.745], [6.117, -10.630, -4.633], [7.292, -9.898, -5.765], [5.600, -9.337, -5.745], [7.488, -9.026, -2.179], [8.657, -8.297, -3.305], [8.281, -10.042, -3.419], [4.905, 0.425, -0.801], [4.001, 0.586, 0.008], [4.861, 0.786, -2.131], [5.977, 0.560, -3.025], [3.663, 1.410, -2.653], [5.861, -0.041, -0.511], [6.308, 1.521, -3.428], [5.649, -0.089, -3.842], [6.811, 0.084, -2.501], [3.472, 2.333, -2.097], [2.816, 0.732, -2.510], [3.777, 1.637, -3.716], [-3.658, 5.805, -5.702], [-4.296, 5.113, -4.919], [-2.303, 6.048, -5.634], [-1.623, 6.880, -6.604], [-1.534, 5.453, -4.561], [-4.144, 6.305, -6.556], [-0.851, 6.286, -7.101], [-1.160, 7.723, -6.082], [-2.321, 7.262, -7.354], [-1.629, 4.364, -4.615], [-1.936, 5.794, -3.602], [-0.480, 5.734, -4.639]], "orbital_gap_ha": [0.3149, 0.3043], "spin_multiplicity": 2}

---

One value per record, in order, for calculated total energy: -2182.39955 -13742.62967 -8312.44784 hartree.
One value per record, in order, for maximum force: 15.8 7.1 5.1 eV Å⁻¹.